Entry from the Open Molecules 2025 dataset: a molecular structure, C40H46AuN4O2Se2 at a distorted geometry (ωB97M-V with the def2-TZVPD basis set).

Values from the calculation:
HOMO level (alpha / beta) ... -9.43 / -9.34 eV
Multiplicity ... 3
Net charge ... +1
Kohn-Sham gap (alpha / beta) ... 5.93 / 4.04 eV
ΔE to the lowest compared entry with this formula, charge and spin ... 0.4170 eV

Last column: Löwdin spin population.
Element x y z (Å)
C1 5.383 -1.063 -4.441  0.02
H1 6.898 -2.597 -4.601  0.00
N1 -2.316 -0.271 -0.848  0.08
H2 -3.982 -1.251 -3.561  0.00
H3 5.159 -0.561 0.267  0.00
H4 5.993 -2.673 -3.093  0.00
C2 4.006 -0.905 -3.822  0.20
H5 1.248 3.891 4.161  0.00
H6 4.755 -1.595 -6.455  0.00
H7 7.046 0.766 3.255  0.00
C3 0.401 -0.176 -4.948  0.01
H8 0.007 -2.246 -5.458  0.00
H9 -5.615 0.433 -2.681  0.00
H10 1.267 2.244 3.526  0.00
H11 1.472 0.972 -6.455  0.00
C4 2.583 -0.941 -1.883  0.13
C5 6.878 1.457 1.201  0.00
N2 -1.635 0.926 1.451  0.09
H12 -1.423 -1.213 -5.483  0.00
C6 7.372 1.608 2.650  0.00
C7 -2.616 -0.935 -1.939  0.00
C8 6.323 -0.020 -3.816  0.01
C9 -5.279 1.848 -0.368  0.00
H13 8.620 0.329 0.622  0.00
C10 3.830 -1.064 -2.444  0.01
H14 -0.737 0.882 -3.414  0.00
H15 2.650 2.857 4.436  0.00
H16 -0.098 0.368 -6.962  0.00
C11 -3.657 2.216 1.492  0.00
C12 -4.689 0.221 -2.171  0.00
H17 5.249 -3.222 -4.593  0.00
C13 -0.379 1.039 -4.428  0.01
C14 -1.285 1.457 2.602  0.01
C15 3.433 4.815 2.768  0.00
C16 1.422 4.191 1.480  0.00
H18 2.986 -0.518 -5.640  0.00
C17 1.422 -0.628 -2.638  0.15
C18 2.867 -0.618 -4.577  0.01
H19 1.259 -0.740 -6.874  0.00
H20 1.880 4.562 0.566  0.00
C19 -0.496 -1.423 -4.954  0.01
H21 0.896 5.014 1.957  0.00
H22 -0.355 1.103 3.018  0.00
H23 3.950 5.181 1.884  0.00
C20 5.363 1.384 1.180  0.01
H24 0.259 1.921 -4.442  0.00
N3 -6.469 2.188 -0.832  0.00
C21 3.272 0.303 0.663  0.02
C22 1.876 3.122 3.718  0.00
H25 4.162 4.543 3.527  0.00
C23 5.912 -2.478 -4.158  0.01
H26 6.924 3.610 0.833  0.00
Au1 -0.199 0.016 -0.053  0.55
H27 7.316 -0.108 -4.247  0.00
C24 -3.792 -0.708 -2.650  0.00
H28 8.389 2.760 0.362  0.00
H29 8.459 1.640 2.664  0.00
H30 6.406 -0.157 -2.742  0.00
H31 5.950 0.983 -4.006  0.00
H32 -1.236 1.229 -5.069  0.00
C25 1.602 -0.456 -4.052  0.13
H33 7.006 2.521 3.108  0.00
C26 3.245 2.485 1.765  0.01
H34 7.280 -0.678 1.151  0.00
C27 4.650 0.307 0.656  0.00
H35 0.697 3.425 1.223  0.00
C28 2.508 3.645 2.418  0.00
C29 -3.249 2.812 2.688  0.00
C30 -4.914 2.499 0.855  0.00
H36 4.666 -1.313 -1.806  0.00
O1 1.228 1.368 1.182  0.15
C31 -3.168 0.628 -0.348  0.01
C32 7.305 2.694 0.392  0.00
N4 -5.826 3.333 1.322  0.00
C33 -2.053 2.424 3.249  0.00
C34 5.377 -0.855 -5.959  0.00
C35 4.618 2.437 1.729  0.00
H37 -1.892 -1.667 -2.261  0.00
H38 7.247 0.092 -0.448  0.00
C36 2.495 1.384 1.198  0.02
H39 2.834 5.630 3.165  0.00
O2 0.264 -0.559 -2.087  0.34
H40 -3.885 3.552 3.148  0.00
C37 -4.395 0.900 -0.983  0.00
Se1 2.329 -1.254 0.023  -0.01
C38 0.797 0.121 -6.399  0.00
H41 6.935 2.628 -0.628  0.00
H42 5.166 3.258 2.158  0.00
Se2 -7.206 3.353 0.246  0.00
C39 -2.798 1.277 0.886  0.01
H43 5.030 0.140 -6.222  0.00
H44 -1.705 2.857 4.172  0.00
C40 7.539 0.218 0.592  0.00
H45 -0.734 -1.733 -3.942  0.00
H46 6.388 -0.965 -6.344  0.00

---

Entry from the Open Molecules 2025 dataset: 3 unconnected molecules or ions with the total composition C40H46BFN3O9P2S at a distorted geometry (ωB97M-V with the def2-TZVPD basis set).

Values from the calculation:
HOMO level ... -11.21 eV
Net charge ... +1
Kohn-Sham gap ... 8.26 eV

Last column: Mulliken charge in e.
Element x y z (Å)
C1 7.947 4.647 6.765  -0.49
H1 1.648 -1.716 -0.230  0.61
H2 -3.589 0.232 3.288  0.31
H3 1.122 -0.937 -5.190  0.56
C2 0.695 -0.654 -6.142  -0.40
H4 2.036 -0.165 -3.569  0.40
H5 0.962 5.603 1.989  0.43
P1 0.054 -4.411 1.912  0.91
C3 -0.889 -2.831 1.694  -0.14
C4 5.078 6.189 4.011  0.62
C5 -2.175 -3.535 -0.472  -1.27
C6 7.293 6.280 5.125  -0.55
H6 6.513 3.107 7.185  0.47
H7 0.180 -1.188 -2.132  0.15
O1 1.218 -4.125 2.958  -0.56
H8 -3.407 -1.679 -3.368  0.36
O2 -1.072 -1.302 -4.062  -0.58
H9 0.241 -5.728 0.260  0.26
H10 0.121 -1.227 2.853  0.94
C7 0.956 0.014 -8.437  -0.47
H11 2.175 2.656 4.853  0.58
C8 -0.032 -0.684 0.645  2.22
C9 5.799 4.479 5.707  0.20
N1 -1.530 1.119 2.155  -0.59
H12 3.068 6.841 2.377  0.50
O3 -3.207 0.237 -8.734  -0.65
H13 -4.722 -4.862 -0.504  0.52
H14 -0.707 -5.623 3.516  0.35
C10 -0.686 -0.608 -6.287  -0.09
C11 -5.225 -1.317 -4.439  -0.23
H15 -6.784 -4.295 -1.950  0.16
O4 1.011 1.065 2.531  -0.38
C12 -1.335 -1.172 0.073  -2.16
S1 -5.955 -3.259 -1.806  -0.24
O5 0.064 2.123 0.361  -0.55
H16 -6.868 -0.854 -5.746  0.41
H17 9.178 6.289 6.136  0.41
H18 0.986 -3.490 3.649  0.41
H19 0.303 2.928 0.839  0.37
C13 -2.725 -0.140 -7.690  0.50
H20 -5.402 -0.162 -7.619  0.51
H21 -3.651 -2.102 -1.168  0.49
C14 -3.584 -2.994 -0.544  0.05
O6 -3.068 -3.776 2.561  -0.60
C15 -1.551 -0.980 -5.136  0.26
C16 2.181 -0.657 -2.610  -1.66
C17 -4.975 -0.496 -6.684  -0.66
C18 0.916 -0.473 -1.768  0.08
H22 -0.310 -2.896 -0.195  0.56
C19 -2.484 -1.602 3.692  -0.20
H23 -3.912 -4.520 -2.019  0.45
O7 5.295 7.211 3.399  -0.65
H24 -2.140 -4.529 -0.040  0.27
P2 -0.155 0.971 1.448  0.92
C20 -1.245 -0.230 -7.512  0.44
C21 3.542 4.268 4.529  0.34
C22 1.443 4.044 3.391  -0.59
H25 2.589 -0.383 -7.101  0.44
N2 0.568 -4.802 0.510  -0.79
H26 -3.978 -3.477 2.645  0.40
C23 8.228 5.786 6.018  -0.49
C24 6.075 5.633 4.968  0.17
F1 2.143 0.169 0.173  -0.50
C25 -3.591 -0.535 -6.542  0.43
C26 -4.459 -4.065 -1.194  -0.91
C27 6.737 3.994 6.610  -0.57
B1 -2.183 -2.744 2.679  -0.05
C28 -0.419 0.075 -8.584  -0.64
H27 -2.024 1.916 1.771  0.26
C29 4.516 3.746 5.532  0.57
H28 0.552 0.546 -1.905  0.38
H29 -2.682 -2.066 4.661  0.50
C30 2.865 5.924 2.912  -0.55
C31 -5.792 -0.884 -5.633  -0.75
N3 -1.208 -2.649 0.249  0.70
C32 1.194 -0.720 -0.302  -0.97
C33 2.363 3.570 4.308  -1.01
H30 3.057 -0.226 -2.136  0.43
H31 -1.516 -0.975 -0.982  0.77
H32 7.503 7.167 4.544  0.48
H33 -5.803 -1.642 -3.583  0.11
C34 1.514 -0.343 -7.214  -0.60
H34 -0.859 0.357 -9.530  0.50
C35 -3.026 -0.952 -5.337  -0.09
H35 -1.686 -0.881 3.839  0.12
H36 1.598 0.245 -9.276  0.40
C36 1.688 5.226 2.699  -0.97
H37 1.651 0.348 2.449  0.36
O8 4.264 2.750 6.178  -0.67
H38 -2.187 -0.716 0.578  0.63
H39 0.527 3.491 3.226  1.15
H40 -4.555 -1.016 4.022  0.31
C37 -3.777 -0.833 3.284  -1.01
H41 -4.020 -2.759 0.423  0.00
H42 8.677 4.267 7.467  0.40
C38 -3.851 -1.345 -4.298  0.03
H43 1.196 -2.014 1.766  0.84
H44 -1.796 -3.631 -1.488  0.68
C39 3.799 5.443 3.820  0.16
H45 -4.180 -1.137 2.316  0.24
O9 -0.859 -5.537 2.569  -0.47
C40 0.158 -1.694 1.874  -3.08
H46 2.348 -1.708 -2.835  0.39

---

net charge of number 1 (C40H46AuN4O2Se2)?
+1

---

net charge of number 2 (C40H46BFN3O9P2S)?
+1